{
  "formula": "C5H10N3O4S",
  "method": "ωB97M-V with the def2-TZVPD basis set",
  "homo_energy_ev": [-2.60, -2.63],
  "smiles": "CS(=O)(=O)CC/N=C/C=N\\O[N-]O",
  "lumo_energy_ev": [3.30, 3.30],
  "relative_energy_kcal_mol": 158.69,
  "orbital_gap_ev": [5.90, 5.93],
  "total_charge": -1,
  "elements": ["N", "C", "H", "H", "O", "O", "S", "O", "H", "N", "H", "H", "H", "H", "H", "H", "H", "O", "C", "C", "N", "C", "C"],
  "coordinates": [[3.3165, 0.3825, -1.0205], [-1.0693, 1.3968, 0.8961], [-0.7348, -1.8690, 0.2722], [-3.1594, 1.7543, 0.4405], [-3.5920, -0.8149, -1.2183], [2.8773, -2.3632, 1.0618], [-2.6284, -0.5939, -0.1670], [3.4780, -0.6521, -0.2988], [1.1910, 0.1716, 0.7023], [2.7319, -0.9950, 0.8319], [3.8264, -2.6376, 0.9719], [-0.9376, 0.4393, 1.2746], [-1.0547, 2.1924, 1.6325], [-1.1891, -1.9049, -1.4737], [-2.0799, 1.5547, -0.9474], [2.1592, 1.8214, -1.6619], [-0.2275, -0.5235, -0.8300], [-3.0249, -1.1614, 1.0687], [1.1400, 1.0457, 0.0754], [-2.2645, 1.2285, -0.0089], [0.0053, 1.7187, -0.0829], [-0.9731, -1.2522, -0.5851], [2.2096, 1.0617, -0.9333]],
  "atomic_forces_ev_per_a": [[-1.000, 0.267, -0.688], [1.476, 1.243, -2.788], [0.411, -0.018, 0.038], [0.498, -0.943, -0.748], [0.395, 0.330, -0.827], [1.311, -1.044, -0.928], [0.515, 1.696, -1.457], [2.747, -2.867, 0.084], [0.256, 0.158, 0.994], [-1.816, 1.623, 1.057], [-0.709, 0.595, 0.249], [0.825, -1.544, 1.826], [-0.716, -0.095, 0.273], [0.319, 0.531, 0.814], [0.552, 1.144, -2.972], [-0.049, 0.997, -0.729], [0.100, 0.387, -0.010], [0.001, -0.495, 2.228], [-1.785, 0.053, -1.676], [-2.855, -1.107, 3.890], [2.366, -0.512, 0.648], [-1.867, -1.341, -0.936], [-0.975, 0.941, 1.660]],
  "lowdin_charge": [-0.0376, -0.2742, 0.0663, 0.1188, -0.3618, -0.1621, 0.6083, -0.2059, 0.0429, -0.1680, 0.0674, 0.0570, 0.1123, 0.0811, 0.0439, 0.0625, 0.0278, -0.3377, -0.2052, -0.2194, -0.0382, -0.1083, -0.1700]
}

---

{
  "formula": "Cl2HNS",
  "method": "ωB97M-V with the def2-TZVPD basis set",
  "homo_energy_ev": -9.23,
  "smiles": "S=NCl.Cl",
  "lumo_energy_ev": -1.68,
  "relative_energy_kcal_mol": 27.91,
  "orbital_gap_ev": 7.54,
  "elements": ["S", "H", "N", "Cl", "Cl"],
  "coordinates": [[-1.4148, -1.9274, 0.9033], [1.8832, 0.9757, -1.5900], [-1.5934, -0.4445, 1.1897], [2.5306, 0.6540, -0.4736], [-1.4056, 0.7423, -0.0293]],
  "atomic_forces_ev_per_a": [[0.214, -0.834, -0.592], [0.682, -0.355, 1.206], [-0.324, 0.742, 1.211], [-0.690, 0.339, -1.193], [0.118, 0.109, -0.631]],
  "lowdin_charge": [0.6130, -0.2065, -1.0512, 0.2044, 0.4402]
}

---

Please write out number 1 again, unchanged.
{
  "formula": "C5H10N3O4S",
  "method": "ωB97M-V with the def2-TZVPD basis set",
  "homo_energy_ev": [-2.60, -2.63],
  "smiles": "CS(=O)(=O)CC/N=C/C=N\\O[N-]O",
  "lumo_energy_ev": [3.30, 3.30],
  "relative_energy_kcal_mol": 158.69,
  "orbital_gap_ev": [5.90, 5.93],
  "total_charge": -1,
  "elements": ["N", "C", "H", "H", "O", "O", "S", "O", "H", "N", "H", "H", "H", "H", "H", "H", "H", "O", "C", "C", "N", "C", "C"],
  "coordinates": [[3.3165, 0.3825, -1.0205], [-1.0693, 1.3968, 0.8961], [-0.7348, -1.8690, 0.2722], [-3.1594, 1.7543, 0.4405], [-3.5920, -0.8149, -1.2183], [2.8773, -2.3632, 1.0618], [-2.6284, -0.5939, -0.1670], [3.4780, -0.6521, -0.2988], [1.1910, 0.1716, 0.7023], [2.7319, -0.9950, 0.8319], [3.8264, -2.6376, 0.9719], [-0.9376, 0.4393, 1.2746], [-1.0547, 2.1924, 1.6325], [-1.1891, -1.9049, -1.4737], [-2.0799, 1.5547, -0.9474], [2.1592, 1.8214, -1.6619], [-0.2275, -0.5235, -0.8300], [-3.0249, -1.1614, 1.0687], [1.1400, 1.0457, 0.0754], [-2.2645, 1.2285, -0.0089], [0.0053, 1.7187, -0.0829], [-0.9731, -1.2522, -0.5851], [2.2096, 1.0617, -0.9333]],
  "atomic_forces_ev_per_a": [[-1.000, 0.267, -0.688], [1.476, 1.243, -2.788], [0.411, -0.018, 0.038], [0.498, -0.943, -0.748], [0.395, 0.330, -0.827], [1.311, -1.044, -0.928], [0.515, 1.696, -1.457], [2.747, -2.867, 0.084], [0.256, 0.158, 0.994], [-1.816, 1.623, 1.057], [-0.709, 0.595, 0.249], [0.825, -1.544, 1.826], [-0.716, -0.095, 0.273], [0.319, 0.531, 0.814], [0.552, 1.144, -2.972], [-0.049, 0.997, -0.729], [0.100, 0.387, -0.010], [0.001, -0.495, 2.228], [-1.785, 0.053, -1.676], [-2.855, -1.107, 3.890], [2.366, -0.512, 0.648], [-1.867, -1.341, -0.936], [-0.975, 0.941, 1.660]],
  "lowdin_charge": [-0.0376, -0.2742, 0.0663, 0.1188, -0.3618, -0.1621, 0.6083, -0.2059, 0.0429, -0.1680, 0.0674, 0.0570, 0.1123, 0.0811, 0.0439, 0.0625, 0.0278, -0.3377, -0.2052, -0.2194, -0.0382, -0.1083, -0.1700]
}